57
Properties=species:S:1:pos:R:3:lowdin_charge:R:1 method="wB97M-V/def2-TZVPD" total_energy_ev=-57924.0447 gap_ha=0.31451 homo_ev=-8.6016
Pt 0.753 -0.734 0.338 1.2358
S 0.301 1.330 -1.735 0.4835
F -0.378 -4.560 1.054 0.1574
F 0.717 -3.495 -0.658 0.1203
F 1.911 -4.325 1.118 0.1652
F 0.556 -2.482 1.435 -0.0757
O 0.929 2.062 -2.800 -0.2788
O -1.038 -0.044 1.025 -0.1314
O 0.055 -0.085 -2.020 -0.3985
O 1.714 1.127 2.396 -0.0941
O 1.006 1.410 -0.412 -0.4059
N -2.843 -1.247 0.205 -0.1395
N 2.607 -1.234 -0.215 -0.0465
C 3.815 0.075 2.766 -0.1639
C -2.703 3.723 -0.506 -0.0340
C 2.863 -1.285 -1.534 -0.0767
C -1.444 3.194 -0.725 -0.0453
C -2.424 1.401 -1.991 -0.0589
C -4.287 -1.395 0.275 -0.0305
C 3.109 1.280 2.178 -0.2612
C -2.133 -2.205 -0.640 -0.0011
C -1.309 2.027 -1.464 -0.2762
C 5.204 -1.354 -1.128 -0.0318
C 3.328 -1.235 2.148 -0.1315
C 4.146 -1.342 -2.026 -0.0251
C -5.202 3.704 -0.793 -0.0509
C 4.926 -1.334 0.223 -0.0008
C -2.248 -0.310 0.915 -0.2564
C 3.611 -1.268 0.673 -0.2395
C -3.842 3.107 -1.025 -0.2753
C -3.683 1.944 -1.771 -0.0415
B 0.714 -3.806 0.700 -1.2140
H -1.827 -3.075 -0.062 0.0899
H -1.268 -1.734 -1.097 0.0581
H 2.275 -1.388 2.351 0.0890
H 1.997 -1.290 -2.178 0.1096
H -2.301 0.491 -2.564 0.1157
H -2.929 0.337 1.474 0.1561
H 5.720 -1.365 0.956 0.1233
H 4.891 0.186 2.608 0.1124
H -2.815 -2.522 -1.428 0.1030
H -4.540 -2.386 0.652 0.1006
H 6.227 -1.385 -1.477 0.1144
H -4.709 -0.643 0.939 0.0895
H -5.363 3.913 0.266 0.0801
H -5.991 3.035 -1.134 0.0732
H -0.564 3.670 -0.312 0.1194
H 3.321 1.353 1.103 0.1140
H -2.808 4.631 0.076 0.1166
H 1.260 1.900 2.050 0.0790
H 4.298 -1.371 -3.095 0.1152
H -5.307 4.647 -1.331 0.0850
H 3.471 2.195 2.660 0.1202
H 3.858 -2.076 2.603 0.1337
H 3.651 0.048 3.845 0.1213
H -4.556 1.458 -2.193 0.1109
H -4.718 -1.273 -0.719 0.0926